DFT (the ωB97M-V functional and the def2-TZVPD basis) results for a single C7H13N molecule at a distorted geometry.

Results
**E_LUMO**: 1.0 eV
**Kohn-Sham gap**: 9.1 eV

Positions of all 21 atoms, in Å:
1 C 0.784 0.250 -2.105
2 C -0.185 0.383 -0.862
3 C 0.526 1.337 -0.150
4 C -0.137 1.013 1.266
5 C -0.052 0.353 2.516
6 C -0.151 -0.524 1.233
7 N -0.763 -0.660 -0.087
8 C -0.389 -1.850 -0.959
9 H 1.733 -0.625 -2.313
10 H 0.221 0.076 -3.273
11 H 1.325 1.319 -2.353
12 H -1.008 0.984 -1.430
13 H 1.630 1.137 -0.083
14 H 0.428 2.283 -0.580
15 H -1.270 0.823 1.146
16 H -0.959 0.296 3.234
17 H 1.116 0.511 2.745
18 H 0.953 -1.037 1.096
19 H 0.700 -2.315 -0.461
20 H -1.163 -2.742 -0.756
21 H -0.741 -1.863 -2.009

=====

DFT (the ωB97M-V functional and the def2-TZVPD basis) results for a single C18H29N5O3 molecule at a distorted geometry.

Results
**E_LUMO**: 0.7 eV
**Kohn-Sham gap**: 8.7 eV

Positions of all 55 atoms, in Å:
1 C 3.111 4.677 -0.633
2 C 2.765 3.414 0.150
3 O 1.759 2.636 -0.475
4 C 0.436 3.065 -0.266
5 C -0.188 2.502 1.025
6 N -0.631 1.140 0.873
7 C 0.013 -0.039 1.071
8 C 1.449 -0.152 1.492
9 N 2.340 -0.955 0.691
10 C 2.477 -0.584 -0.703
11 C 1.482 -1.283 -1.636
12 C 1.580 -2.795 -1.456
13 C 1.339 -3.163 0.008
14 C 1.481 -4.664 0.235
15 C 2.338 -2.391 0.881
16 N -0.781 -1.077 0.864
17 C -1.968 -0.564 0.491
18 C -1.917 0.819 0.486
19 C -3.058 1.620 0.176
20 O -3.131 2.837 0.174
21 N -4.164 0.827 -0.143
22 C -5.377 1.557 -0.477
23 C -4.241 -0.560 -0.168
24 O -5.265 -1.138 -0.464
25 N -3.094 -1.250 0.162
26 C -3.084 -2.697 0.157
27 H 3.942 5.187 -0.154
28 H 3.393 4.414 -1.649
29 H 2.264 5.358 -0.674
30 H 3.638 2.757 0.197
31 H 2.471 3.676 1.176
32 H -0.142 2.711 -1.124
33 H 0.375 4.158 -0.236
34 H 0.526 2.566 1.850
35 H -1.072 3.099 1.262
36 H 1.874 0.856 1.517
37 H 1.471 -0.560 2.509
38 H 2.378 0.498 -0.789
39 H 3.493 -0.865 -1.007
40 H 1.702 -1.005 -2.668
41 H 0.467 -0.955 -1.407
42 H 0.851 -3.299 -2.095
43 H 2.577 -3.131 -1.755
44 H 0.331 -2.847 0.289
45 H 0.774 -5.211 -0.385
46 H 1.290 -4.914 1.276
47 H 2.486 -4.996 -0.019
48 H 2.151 -2.601 1.936
49 H 3.352 -2.738 0.641
50 H -5.133 2.340 -1.194
51 H -6.093 0.856 -0.897
52 H -5.790 2.021 0.419
53 H -2.731 -3.060 1.122
54 H -2.415 -3.060 -0.624
55 H -4.099 -3.038 -0.033